Entry 1:
# C3H8N3O

A 2-piece molecular cluster, C3H8N3O overall (ωB97M-V/def2-TZVPD, the OMol25 dataset).

Last column: Löwdin charge in e.
Cartesian coordinates (Å):
C  -0.90196  -1.27219  1.00467  -0.0253
C  -0.37637  -1.40012  -0.38944  -0.0368
C  -0.60494  0.72034  0.29894  -0.0893
N  -1.01589  -0.04271  1.34688  0.1325
N  -0.26766  0.00032  -0.74089  -0.1290
N  0.26480  0.41543  -1.90710  0.1496
O  1.37552  1.36341  1.30469  -0.0351
H  -1.17084  -2.08460  1.65344  0.1353
H  0.59904  -1.89443  -0.41776  0.1628
H  -1.05648  -1.94526  -1.05034  0.1593
H  -0.66108  1.79357  0.30295  0.1550
H  0.23300  1.41755  -2.05183  0.1317
H  0.02861  -0.13851  -2.72124  0.1296
H  1.22145  1.75336  2.17332  0.0804
H  2.33281  1.31383  1.19370  0.0794

## Properties
Total charge   +1
Kohn-Sham gap (spin up / spin down)   9.41 / 9.41 eV
Energy above the lowest of the compared OMol25 structures with the same formula, charge and spin   217.8 kJ/mol
F_max   1.58 eV/Å
DFT total energy   -358.31350 hartree
E_LUMO (spin up / spin down)   -0.1714 / -0.1714 hartree

Entry 2:
# C33H48BBeN9O2S2

C33H48BBeN9O2S2 as an isolated structure (ωB97M-V/def2-TZVPD, the OMol25 dataset).

Last column: Löwdin charge in e.
Cartesian coordinates (Å):
Be  -0.70009  -0.02158  -0.41753  0.2472
C  -2.76929  2.51350  -4.18088  -0.0064
C  -1.55669  2.00909  -3.47562  -0.2539
C  -0.23431  2.40926  -3.58482  0.0479
C  0.48088  1.64107  -2.65359  -0.2094
N  -0.37640  0.85112  -2.00562  0.0930
N  -1.60501  1.06035  -2.52894  0.0468
B  -2.68640  0.05944  -2.09414  -0.4769
N  -3.12698  0.36962  -0.65592  0.0534
N  -2.36283  -0.20583  0.30787  0.1044
C  -3.04965  -0.16895  1.44826  -0.1933
C  -4.25084  0.52733  1.22295  0.0461
C  -4.26551  0.84440  -0.12117  -0.2540
C  -5.27585  1.60492  -0.90925  -0.0075
C  -2.68643  -0.95459  2.68151  -0.5277
C  -2.53754  -0.02745  3.89074  -0.0193
C  -1.41922  -1.77317  2.45136  -0.0404
C  -3.83514  -1.94561  2.94452  -0.0419
N  -1.96699  -1.32591  -2.05108  0.0617
N  -0.85803  -1.54460  -1.28049  0.1000
C  -0.43545  -2.77876  -1.50833  -0.2082
C  -1.28857  -3.38278  -2.44576  0.0381
C  -2.24114  -2.43310  -2.76320  -0.2518
C  -3.38064  -2.55386  -3.71572  -0.0168
C  0.76792  -3.42297  -0.87040  -0.5332
C  1.52523  -2.46657  0.04987  -0.0347
C  1.70622  -3.89987  -1.99112  -0.0361
C  0.29297  -4.64667  -0.07174  -0.0304
C  1.97937  1.50086  -2.52490  -0.5265
C  2.33317  0.14443  -3.15991  -0.0289
C  2.68791  2.61346  -3.30151  -0.0545
C  2.44078  1.53313  -1.06548  -0.0297
H  -2.49081  3.27451  -4.90545  0.0829
H  -3.46197  2.95272  -3.46173  0.0792
H  -3.28886  1.70649  -4.69769  0.0816
H  0.15586  3.16027  -4.24801  0.1104
H  -3.60899  0.05018  -2.84663  0.1215
H  -5.01209  0.75841  1.94746  0.1160
H  -6.15459  1.80751  -0.30221  0.0825
H  -5.57754  1.04312  -1.79378  0.0791
H  -4.85538  2.55756  -1.23607  0.0815
H  -1.69211  0.64872  3.77741  0.0693
H  -2.35851  -0.62004  4.78889  0.0935
H  -3.44671  0.55782  4.04182  0.0832
H  -0.55701  -1.13859  2.28093  0.0358
H  -1.55784  -2.43089  1.59006  0.0745
H  -1.20331  -2.38469  3.32822  0.1027
H  -4.77867  -1.42838  3.11959  0.0777
H  -3.59543  -2.54279  3.82483  0.0871
H  -3.96551  -2.61811  2.09489  0.0903
H  -1.22473  -4.37895  -2.84572  0.1137
H  -3.39189  -3.55350  -4.14286  0.0819
H  -3.28598  -1.82991  -4.52524  0.0841
H  -4.33009  -2.37835  -3.21017  0.0862
H  1.90615  -1.60921  -0.50783  0.0665
H  2.37331  -2.98748  0.49451  0.0980
H  0.89656  -2.09384  0.85773  0.0544
H  2.05728  -3.05655  -2.58699  0.0772
H  1.20260  -4.60279  -2.65437  0.0791
H  2.57362  -4.39917  -1.55765  0.0883
H  -0.35925  -4.34253  0.74714  0.0795
H  1.15189  -5.16956  0.35071  0.0892
H  -0.25194  -5.34216  -0.71022  0.0809
H  2.00386  0.11902  -4.19994  0.0927
H  1.83362  -0.66120  -2.62187  0.0568
H  3.41134  -0.02193  -3.13081  0.0921
H  2.47845  2.54339  -4.37003  0.0824
H  3.76526  2.52229  -3.16135  0.0866
H  2.38145  3.59780  -2.94465  0.0912
H  1.99562  0.72435  -0.49036  0.0508
H  2.16416  2.47931  -0.59753  0.0926
H  3.52590  1.43188  -1.01597  0.0934
N  7.15569  2.74109  3.60407  0.0955
C  5.91857  2.12220  3.65120  -0.3246
C  4.84546  2.73095  4.30730  -0.0301
C  3.59936  2.13200  4.32149  -0.0718
C  3.40676  0.93073  3.66007  -0.2972
C  4.46298  0.31192  3.00787  -0.0621
C  5.71101  0.89995  3.00288  -0.0309
S  1.84921  0.07431  3.72848  0.5620
O  1.01936  0.76741  4.68822  -0.3537
O  2.13778  -1.30868  3.97942  -0.3082
N  1.20520  0.16252  2.22499  -0.1156
C  0.55168  1.22907  1.79626  -0.6695
S  0.48117  2.80865  2.60301  1.0557
C  -0.38922  3.45196  1.24866  -0.3923
C  -0.61823  2.49686  0.33988  -0.2369
N  -0.10398  1.24247  0.62747  -0.0248
H  7.33387  3.44731  4.29693  0.0878
H  7.94322  2.15171  3.39613  0.0876
H  5.00803  3.66151  4.83708  0.1092
H  2.77928  2.57809  4.86546  0.1044
H  4.29262  -0.64734  2.53777  0.1141
H  6.54653  0.40024  2.52782  0.1085
H  -0.69043  4.48369  1.21541  0.0618
H  -1.17907  2.65691  -0.56692  0.1074

## Properties
Total charge   0
Kohn-Sham gap   7.89 eV
Energy above the lowest of the compared OMol25 structures with the same formula, charge and spin   73.2 kJ/mol
F_max   0.80 eV/Å
DFT total energy   -2765.79998 hartree
E_LUMO   0.0140 hartree

Entry 3:
# C4H5O3

An isolated ion of composition C4H5O3 and charge -1 (ωB97M-V/def2-TZVPD, the OMol25 dataset).

Last column: Löwdin charge in e.
Cartesian coordinates (Å):
O  -2.19640  -0.39094  0.78419  -0.1257
C  -1.03286  -0.91705  0.93732  -0.7414
O  -0.53935  -1.98510  1.18731  -0.0236
C  0.10335  0.26437  0.93386  -0.1585
C  0.85619  0.20370  -0.38671  -0.2182
C  -0.01996  0.23446  -1.50654  -0.2692
O  0.21355  0.82989  -2.57186  -0.0247
H  0.85182  0.37896  1.73301  0.0854
H  -0.44169  1.18411  1.21626  0.0902
H  1.76470  0.91828  -0.45988  0.1342
H  1.50302  -0.73610  -0.37812  0.1400
H  -1.06238  0.01543  -1.48885  0.1114

## Properties
Total charge   -1
Kohn-Sham gap   8.13 eV
Energy above the lowest of the compared OMol25 structures with the same formula, charge and spin   117.8 kJ/mol
F_max   5.12 eV/Å
SMILES string   O=CCCC(=O)[O-]
DFT total energy   -381.15573 hartree
E_LUMO   0.1508 hartree